1.
A cluster of 3 separate species, C8H18N2O7 in total in a non-equilibrium geometry, computed with wB97M-V/def2-TZVPD.

The value obtained for the relative energy (zero: lowest compared OMol25 entry of this formula, charge and spin) is 0.0 kcal/mol. As for the total energy: -25892.2478 eV. Its max |F| is 8.0 eV/Å.

Structure (XYZ):
```
35
Properties=species:S:1:pos:R:3:forces:R:3
C 0.278 -3.487 2.246 -4.3893 -1.3221 -3.0883
N 0.534 -2.689 0.948 -1.3273 -1.6440 2.1672
C 1.984 -2.663 0.609 -0.6757 6.8748 1.2742
C -0.180 -3.431 -0.096 1.8976 -0.9399 -1.8761
C -0.150 -1.334 1.015 2.3847 2.1120 -0.6779
C 0.634 -0.299 1.929 -1.0828 0.6770 1.3573
O 0.125 1.033 1.806 -0.9698 -0.8546 0.6604
H 0.328 -4.577 2.099 0.6023 0.4141 -0.5958
H -0.841 -3.398 2.481 1.6560 0.4371 -0.1486
H 0.846 -3.269 3.036 2.3534 1.5624 2.8115
H 2.302 -3.595 0.806 1.7336 -3.0726 0.1829
H 2.484 -1.759 1.311 -1.0864 -3.0454 -1.8753
H 1.983 -2.223 -0.394 0.7416 -0.5402 -0.0052
H -0.202 -2.831 -0.959 0.4236 1.0010 -1.2327
H -1.176 -3.524 0.093 -2.7319 -0.5381 1.2978
H 0.230 -4.403 -0.468 0.1327 0.7089 1.1363
H -1.172 -1.419 1.391 0.1420 -0.2373 -0.4950
H 0.012 -0.937 -0.043 -0.7842 -0.2508 1.3427
H 1.650 -0.133 1.648 0.9009 -0.9703 -0.2028
H 0.556 -0.614 3.064 0.1564 0.6463 -2.1545
H 0.496 1.508 1.036 0.0472 -0.7091 -0.1407
N 1.882 1.270 -1.267 7.3105 -1.0004 0.4236
O 2.790 2.040 -1.653 -0.0084 -0.9587 -1.5251
O 2.118 0.036 -1.082 -0.2847 -0.8637 -1.0345
O 0.967 1.753 -0.748 -7.2442 2.5624 2.3585
C -1.064 4.182 -2.334 3.8012 -0.2334 -0.7835
C -2.071 3.036 -2.379 0.6301 -1.0108 0.9004
O -3.033 3.471 -1.425 0.6603 1.4085 0.2937
C -2.499 4.559 -0.755 -3.5993 3.2160 1.6778
O -3.137 5.076 0.167 2.4248 -1.6902 -2.1593
O -1.431 5.184 -1.396 -3.2895 -2.2385 0.8572
H -1.059 4.533 -3.368 0.4592 0.7856 0.3461
H -0.012 4.030 -1.916 -1.1509 -1.0933 -1.5218
H -1.789 2.056 -1.983 0.8724 0.2099 -0.2042
H -2.388 2.834 -3.418 -0.7060 0.5974 0.6341
```
Forces are in eV/Å.

***

2.
The molecule C5H8N2, computed with wB97M-V/def2-TZVPD.

The value obtained for the relative energy (zero: lowest compared OMol25 entry of this formula, charge and spin) is 98.6 kcal/mol. As for the total energy: -8290.7217 eV. Its max |F| is 0.9 eV/Å.

Structure (XYZ):
```
15
Properties=species:S:1:pos:R:3:forces:R:3
C 1.450 -0.147 1.502 0.0071 0.0245 -0.1689
N 0.199 0.143 0.775 -0.3758 0.1792 -0.4359
C -0.202 0.611 -0.833 0.5707 -0.1969 0.6299
C -1.615 0.871 -0.718 0.3334 -0.2847 0.3986
C 0.090 -0.599 -1.730 0.1508 -0.1898 0.0393
C -1.942 0.486 0.558 -0.2958 -0.0503 0.0969
N -0.894 0.086 1.389 0.3573 0.2685 -0.4131
H 1.742 -1.202 1.426 -0.2350 0.1706 -0.1641
H 1.346 0.096 2.566 -0.2101 -0.0048 -0.3588
H 2.261 0.459 1.088 -0.2121 -0.0621 -0.0398
H 0.446 1.467 -1.058 -0.1082 -0.1525 0.3033
H -0.810 -1.216 -1.796 0.1973 0.0523 -0.0703
H 0.900 -1.211 -1.325 -0.0087 0.1229 -0.0482
H 0.390 -0.285 -2.735 -0.2405 0.0162 0.2335
H -2.923 0.430 1.011 0.0694 0.1069 -0.0024
```
Forces are in eV/Å.

***

3.
A cluster of 2 separate species, C2HFO3 in total in a non-equilibrium geometry, computed with wB97M-V/def2-TZVPD.

The value obtained for the relative energy (zero: lowest compared OMol25 entry of this formula, charge and spin) is 9.0 kcal/mol. As for the total energy: -10950.3462 eV. Its max |F| is 1.8 eV/Å. As for the SMILES: O=C=O.O=CF.

Structure (XYZ):
```
7
Properties=species:S:1:pos:R:3:forces:R:3
O 2.715 0.237 0.006 1.5667 -0.4483 -0.0879
C 1.619 0.550 0.024 -0.0606 0.0260 0.0991
O 0.513 0.862 0.056 -0.0729 1.5234 0.1235
O -0.991 -0.913 -1.127 -0.0111 -0.0712 -0.2448
C -1.194 -0.358 -0.112 -1.5398 -0.8979 0.1425
F -0.881 -0.924 1.078 -0.0148 -0.0693 0.0750
H -1.782 0.546 0.075 0.1324 -0.0626 -0.1075
```
Forces are in eV/Å.

***

4.
A structure of composition C31H55IrSSb2, computed with wB97M-V/def2-TZVPD.

The value obtained for the relative energy (zero: lowest compared OMol25 entry of this formula, charge and spin) is 0.0 kcal/mol. As for the total energy: -59775.7064 eV. Its max |F| is 0.1 eV/Å. Its charge is +2.

Structure (XYZ):
```
90
Properties=species:S:1:pos:R:3:forces:R:3
Ir 0.106 0.551 0.199 -0.0429 -0.0051 -0.0307
C 2.207 0.141 0.550 0.0009 -0.0080 0.0097
C 1.628 0.380 1.820 -0.0052 -0.0133 0.0354
C 1.043 1.744 1.749 0.0048 0.0185 0.0016
C 1.400 2.285 0.470 0.0397 0.0007 0.0007
C 2.070 1.301 -0.303 0.0010 -0.0020 0.0223
C 2.643 1.440 -1.688 0.0039 -0.0035 0.0097
C 4.170 1.521 -1.514 0.0062 -0.0030 -0.0027
C 2.134 2.710 -2.367 0.0025 -0.0062 -0.0045
C 2.285 0.214 -2.535 0.0030 0.0097 -0.0095
C 0.215 2.564 2.744 0.0015 0.0004 0.0006
C -1.180 1.948 2.940 -0.0060 -0.0088 0.0128
C 0.006 3.985 2.202 0.0084 -0.0107 -0.0089
C 0.946 2.708 4.086 0.0059 -0.0005 -0.0014
C 1.810 -0.620 2.960 0.0075 -0.0165 -0.0224
C 2.989 -0.119 3.816 -0.0036 -0.0067 -0.0078
C 2.221 -1.983 2.386 0.0215 -0.0012 -0.0147
C 0.568 -0.840 3.824 0.0088 -0.0025 0.0099
H 2.672 -0.779 0.233 0.0050 -0.0275 0.0212
H 1.162 3.277 0.129 -0.0173 0.0029 0.0050
H 4.456 2.372 -0.894 -0.0022 -0.0012 -0.0013
H 4.637 1.644 -2.491 0.0021 0.0027 0.0016
H 4.568 0.612 -1.062 -0.0007 0.0002 0.0011
H 2.428 3.610 -1.825 -0.0002 -0.0047 0.0007
H 1.045 2.702 -2.469 -0.0066 0.0011 0.0010
H 2.554 2.783 -3.369 0.0006 -0.0008 0.0008
H 2.659 -0.710 -2.090 0.0057 0.0170 0.0145
H 2.737 0.316 -3.522 0.0000 -0.0045 -0.0006
H 1.202 0.126 -2.667 -0.0041 -0.0064 0.0028
H -1.773 2.034 2.024 -0.0001 0.0028 -0.0046
H -1.706 2.507 3.716 -0.0051 -0.0060 -0.0008
H -1.156 0.904 3.239 -0.0063 0.0233 -0.0068
H -0.534 3.989 1.253 0.0050 0.0000 0.0066
H 0.950 4.519 2.076 -0.0018 -0.0008 0.0001
H -0.595 4.547 2.916 -0.0006 -0.0023 0.0007
H 0.979 1.785 4.656 0.0181 0.0196 -0.0014
H 0.418 3.445 4.691 -0.0008 -0.0009 -0.0001
H 1.966 3.069 3.944 -0.0002 0.0012 -0.0008
H 3.892 -0.023 3.210 -0.0012 -0.0028 -0.0017
H 3.192 -0.849 4.601 -0.0033 0.0026 -0.0033
H 2.794 0.838 4.289 -0.0093 0.0203 0.0096
H 3.209 -1.950 1.924 -0.0215 -0.0167 -0.0015
H 1.504 -2.349 1.649 0.0189 0.0163 0.0096
H 2.271 -2.707 3.199 0.0017 0.0081 0.0008
H 0.283 0.034 4.402 -0.0061 -0.0326 -0.0148
H 0.773 -1.639 4.536 0.0011 -0.0026 0.0001
H -0.288 -1.147 3.216 0.0007 -0.0075 -0.0003
C -1.626 3.872 -1.343 0.0124 0.0061 0.0114
Sb -1.703 1.757 -1.266 -0.0713 0.0158 -0.0319
C -1.702 1.212 -3.308 0.0101 -0.0135 0.0010
C -3.735 1.378 -0.689 0.0107 -0.0217 0.0145
C -4.278 0.140 -1.343 -0.0140 -0.0007 -0.0019
C -5.020 0.284 -2.517 0.0093 0.0093 0.0035
C -5.563 -0.809 -3.169 -0.0052 -0.0062 -0.0048
C -5.376 -2.081 -2.644 0.0064 0.0020 -0.0092
C -4.644 -2.237 -1.480 -0.0139 0.0040 0.0178
C -4.083 -1.144 -0.817 0.0077 -0.0006 -0.0050
C -3.282 -1.403 0.425 -0.0003 0.0026 0.0256
Sb -1.193 -1.743 0.000 0.0694 0.0175 -0.0620
C -0.834 -3.486 1.143 -0.0048 0.0145 0.0122
C -1.208 -2.440 -1.998 -0.0363 -0.0099 -0.0011
H -2.209 4.198 -2.203 -0.0016 -0.0038 -0.0002
H -0.601 4.223 -1.452 -0.0005 0.0013 -0.0034
H -2.062 4.290 -0.438 -0.0014 -0.0065 -0.0048
H -2.473 1.785 -3.820 -0.0020 0.0034 0.0024
H -1.920 0.150 -3.403 -0.0009 0.0068 0.0020
H -0.730 1.432 -3.745 -0.0007 0.0011 -0.0038
H -4.294 2.257 -1.008 0.0097 0.0027 -0.0013
H -3.768 1.344 0.399 -0.0004 -0.0021 -0.0030
H -5.197 1.279 -2.910 0.0042 -0.0016 -0.0007
H -6.145 -0.669 -4.069 -0.0005 -0.0004 0.0028
H -5.811 -2.943 -3.130 0.0014 -0.0003 -0.0006
H -4.516 -3.229 -1.061 0.0022 -0.0003 -0.0033
H -3.622 -2.313 0.919 -0.0085 0.0059 -0.0040
H -3.337 -0.596 1.154 -0.0019 0.0024 -0.0028
H -1.648 -4.173 0.912 0.0043 -0.0044 0.0050
H -0.833 -3.265 2.208 0.0038 0.0071 -0.0027
H 0.114 -3.921 0.841 -0.0039 -0.0139 0.0022
H -1.210 -3.529 -1.989 0.0041 0.0029 0.0028
H -0.318 -2.083 -2.510 0.0139 -0.0024 -0.0001
H -2.107 -2.077 -2.494 -0.0055 -0.0051 0.0054
C 2.874 -4.811 -0.328 -0.0034 0.0036 -0.0119
S 2.272 -3.256 -1.018 -0.0240 0.0293 -0.0103
C 2.303 -3.677 -2.772 0.0107 -0.0141 0.0156
H 3.871 -5.026 -0.707 0.0026 0.0023 0.0115
H 2.201 -5.631 -0.577 -0.0044 0.0128 0.0016
H 2.924 -4.704 0.754 -0.0033 0.0131 0.0115
H 1.614 -4.491 -2.986 0.0015 -0.0006 -0.0109
H 3.311 -3.958 -3.073 0.0029 -0.0029 -0.0017
H 2.005 -2.795 -3.338 -0.0075 0.0024 -0.0064
```
Forces are in eV/Å.

***

5.
A structure of composition C4H4OS3 in a non-equilibrium geometry, computed with wB97M-V/def2-TZVPD.

The value obtained for the relative energy (zero: lowest compared OMol25 entry of this formula, charge and spin) is 94.0 kcal/mol. As for the total energy: -38761.3751 eV. Its max |F| is 6.0 eV/Å.

Structure (XYZ):
```
12
Properties=species:S:1:pos:R:3:forces:R:3
C 1.057 0.016 0.295 1.0193 -5.3060 0.1912
C 0.253 1.134 0.201 -3.8071 4.6231 0.2769
C 0.586 2.339 -0.278 1.0817 1.4782 1.1587
C -2.021 0.136 0.456 1.7187 2.1564 -1.3386
H 1.942 -2.119 -1.467 -0.4795 4.0973 0.7172
H -0.076 3.237 -0.021 0.8378 -1.5698 -0.8491
H 1.664 2.585 -0.536 -1.5634 -0.5256 -0.0027
H -2.780 0.423 1.101 -1.8276 -0.4137 1.3238
O -1.106 1.172 0.799 1.5258 -2.8611 -1.4589
S 1.683 -0.342 -1.378 0.4560 -3.4673 0.5564
S 1.036 -1.017 1.610 0.3238 1.3108 -1.6153
S -2.166 -0.845 -0.826 0.7146 0.4778 1.0405
```
Forces are in eV/Å.

***

6.
The molecule C5H7NO in a non-equilibrium geometry, computed with wB97M-V/def2-TZVPD.

The value obtained for the relative energy (zero: lowest compared OMol25 entry of this formula, charge and spin) is 134.2 kcal/mol. As for the total energy: -8830.3815 eV. Its max |F| is 9.9 eV/Å. As for the SMILES: CC1=CCON=C1.

Structure (XYZ):
```
14
Properties=species:S:1:pos:R:3:forces:R:3
C 2.098 0.355 0.084 2.0508 -0.9888 -2.4624
C 0.712 0.346 -0.049 -9.3516 -3.2825 -0.2274
C -0.045 -0.817 -0.171 -1.6530 1.5724 -0.1486
C -1.841 -1.188 -0.123 5.2982 5.0045 -1.5541
O -2.387 0.116 0.175 -0.2925 -1.1460 0.6543
N -1.612 1.210 0.268 -2.3542 1.3638 0.3102
C -0.372 1.352 0.226 2.6090 1.3951 -1.1768
H 2.670 -0.044 -0.786 -0.5642 0.0253 0.5731
H 2.245 -0.223 0.920 1.3644 -1.1971 2.0426
H 2.401 1.312 0.203 1.4593 3.0256 0.7388
H 0.476 -1.662 -0.383 1.4075 -2.8086 -0.4839
H -2.179 -1.335 -1.140 0.0605 -1.1412 0.0767
H -1.956 -1.862 0.657 -0.5928 -1.3568 1.0498
H -0.209 2.440 0.118 0.5587 -0.4657 0.6078
```
Forces are in eV/Å.

***

7.
The ion C27H35Si2 with charge +1 in a non-equilibrium geometry, computed with wB97M-V/def2-TZVPD.

As for the total energy: -44314.7809 eV. Its max |F| is 2.0 eV/Å. Its charge is +1.

Structure (XYZ):
```
64
Properties=species:S:1:pos:R:3:forces:R:3
C 2.178 1.119 1.014 -0.0338 -0.0642 0.4835
Si 2.189 0.852 -0.830 0.4550 1.3929 -0.8814
C 3.353 -0.469 -1.435 -0.0309 -0.5163 0.2447
C 0.421 0.217 -1.030 -0.5505 -0.1571 0.8182
C -0.751 1.027 -1.245 -0.8472 0.0151 0.1937
C -1.803 0.553 -2.081 -0.1620 -0.1691 0.6139
C -2.968 1.284 -2.281 0.1978 0.6628 0.1222
C -3.120 2.547 -1.656 0.5778 -0.5545 -0.6796
C -2.091 3.023 -0.817 -0.3231 0.2550 -0.1384
C -0.935 2.273 -0.594 0.0131 0.1890 0.0143
C 0.297 -1.190 -0.858 -0.7563 -1.7332 -0.7212
Si 2.609 2.835 -2.139 -0.3886 -0.5449 0.6157
C 2.720 4.253 -0.932 0.0840 0.1608 0.0103
C 4.246 2.570 -2.991 0.1006 0.0208 -0.1227
C 1.223 3.180 -3.347 -0.0320 -0.0075 -0.2181
H 1.534 0.386 1.513 0.1702 0.2154 -0.0308
H 3.190 1.006 1.409 0.0096 0.0322 0.0602
H 1.817 2.113 1.289 0.0806 -0.0357 -0.0761
H 3.188 -1.410 -0.901 0.1960 -0.0215 -0.0679
H 3.239 -0.662 -2.508 -0.0213 0.0896 0.1480
H 4.391 -0.173 -1.260 -0.0873 0.0564 -0.0184
H -1.713 -0.434 -2.530 0.0642 0.2958 -0.1353
H -3.729 0.890 -2.966 0.2754 0.2412 0.4127
H -3.995 3.169 -1.917 0.5693 -0.3969 0.4460
H -2.201 4.032 -0.383 0.1224 -0.7874 -0.0343
H -0.209 2.606 0.166 -0.2611 -0.0459 -0.6665
H -0.583 -1.596 -1.347 -0.0717 0.4219 -0.7276
H 1.145 -1.784 -1.255 -0.1891 0.4984 0.9249
H 3.148 5.109 -1.466 -0.0652 0.0358 0.1900
H 1.733 4.543 -0.556 0.1137 -0.0101 -0.0328
H 3.362 4.025 -0.075 -0.0327 0.0773 -0.1016
H 4.564 3.525 -3.424 0.0607 -0.1238 -0.0227
H 5.026 2.237 -2.298 -0.1003 0.0901 -0.0674
H 4.179 1.835 -3.799 0.0051 0.0770 0.0655
H 1.493 4.067 -3.934 -0.1067 -0.1185 0.0147
H 1.062 2.351 -4.043 0.0520 0.0905 0.0089
H 0.267 3.380 -2.851 0.1884 0.0147 -0.0116
C -0.053 -2.212 6.360 -0.0099 -0.0041 -0.0849
C -0.123 -2.067 4.871 -0.2188 -0.5035 -0.3503
C 0.993 -1.845 4.064 -0.3681 0.2197 -0.1476
C 0.868 -1.753 2.664 -0.1136 -0.0363 1.0995
C -0.368 -1.920 2.022 0.5640 0.0700 0.4958
C -0.414 -2.177 0.522 -0.4613 -1.2286 0.4986
C -1.847 -2.514 0.118 0.3155 0.2971 -0.8118
C -2.068 -3.630 -0.716 0.2275 0.5133 -0.0007
C -3.231 -3.699 -1.475 -0.2990 0.0859 -0.1118
C -4.226 -2.715 -1.349 0.1964 0.0210 0.3146
C -4.079 -1.703 -0.401 0.4901 0.3489 0.0757
C -2.877 -1.584 0.326 -0.2704 0.0114 -0.7260
C -1.483 -2.153 2.880 -0.7027 -0.1684 -0.2662
C -1.365 -2.256 4.256 0.5180 0.4227 0.2597
H -1.049 -1.998 6.766 0.3882 0.0161 0.1930
H 0.205 -3.245 6.625 0.0110 0.1993 0.0244
H 0.697 -1.541 6.782 -0.1279 -0.0791 0.1413
H 1.945 -1.745 4.589 -0.0488 0.0963 -0.5225
H 1.761 -1.523 2.109 0.1460 -0.2637 -0.2962
H 0.264 -3.033 0.251 -0.7535 0.8301 0.5464
H -1.276 -4.388 -0.827 -0.4261 0.4354 -0.0370
H -3.342 -4.483 -2.225 -0.0397 0.0992 0.3348
H -5.108 -2.718 -1.990 0.2385 -0.1690 0.1872
H -4.833 -0.908 -0.300 0.2966 -0.5698 0.0026
H -2.724 -0.710 0.974 -0.0180 -0.4285 -0.3587
H -2.516 -2.299 2.544 0.8042 -0.0232 -0.3208
H -2.225 -2.465 4.918 0.3857 0.1616 -0.7720
```
Forces are in eV/Å.